{
  "formula": "C71H144F12N5O8",
  "method": "wB97M-V/def2-TZVPD",
  "elements": ["C", "C", "C", "C", "N", "C", "C", "C", "C", "C", "C", "C", "H", "H", "H", "H", "H", "H", "H", "H", "H", "H", "H", "H", "H", "H", "H", "H", "H", "H", "H", "H", "H", "H", "H", "H", "C", "C", "C", "C", "N", "C", "C", "C", "C", "C", "C", "C", "H", "H", "H", "H", "H", "H", "H", "H", "H", "H", "H", "H", "H", "H", "H", "H", "H", "H", "H", "H", "H", "H", "H", "H", "C", "C", "C", "C", "N", "C", "C", "C", "C", "C", "C", "C", "H", "H", "H", "H", "H", "H", "H", "H", "H", "H", "H", "H", "H", "H", "H", "H", "H", "H", "H", "H", "H", "H", "H", "H", "C", "C", "C", "C", "N", "C", "C", "C", "C", "C", "C", "C", "H", "H", "H", "H", "H", "H", "H", "H", "H", "H", "H", "H", "H", "H", "H", "H", "H", "H", "H", "H", "H", "H", "H", "H", "C", "C", "C", "C", "N", "C", "C", "C", "C", "C", "C", "C", "H", "H", "H", "H", "H", "H", "H", "H", "H", "H", "H", "H", "H", "H", "H", "H", "H", "H", "H", "H", "H", "H", "H", "H", "C", "O", "O", "C", "F", "F", "F", "C", "C", "H", "H", "H", "H", "H", "H", "C", "O", "O", "C", "F", "F", "F", "C", "C", "H", "H", "H", "H", "H", "H", "C", "O", "O", "C", "F", "F", "F", "C", "C", "H", "H", "H", "H", "H", "H", "C", "O", "O", "C", "F", "F", "F", "C", "C", "H", "H", "H", "H", "H", "H"],
  "positions_angstrom": [[4.4431, 0.6346, 1.7576], [3.1164, 1.0840, 2.2266], [3.1025, 2.5097, 2.5870], [1.6456, 2.9468, 3.0327], [1.6346, 4.4084, 3.4887], [0.2723, 4.7441, 4.0331], [0.5216, 6.1240, 4.5080], [1.9255, 6.0804, 5.2029], [2.5148, 4.7969, 4.6823], [2.0808, 5.4130, 2.4547], [1.0498, 5.7337, 1.3790], [1.6136, 6.6425, 0.3216], [4.8980, 1.4263, 1.1694], [4.3061, -0.2594, 1.1519], [5.1280, 0.5229, 2.5805], [2.7175, 0.4995, 3.0253], [2.4244, 1.0411, 1.4102], [3.3550, 3.1336, 1.7272], [3.8425, 2.7613, 3.3207], [1.2584, 2.3647, 3.8429], [1.0105, 2.8661, 2.1629], [-0.5014, 4.6209, 3.2981], [0.0836, 4.1128, 4.9065], [0.4410, 6.8609, 3.6111], [-0.2899, 6.4361, 5.2025], [2.4954, 6.9835, 5.0007], [1.7398, 6.1897, 6.2789], [3.5291, 4.8859, 4.4087], [2.2900, 4.0229, 5.3948], [3.0034, 5.1329, 2.0438], [2.2559, 6.4377, 2.8680], [0.1764, 6.1936, 1.8458], [0.7879, 4.7840, 0.8599], [2.6427, 6.9322, 0.5200], [0.9738, 7.4759, 0.0927], [1.6463, 6.0262, -0.5963], [3.3102, -4.7875, 0.1477], [3.9621, -3.3797, 0.1389], [4.7483, -3.0308, -1.1043], [3.8834, -2.7142, -2.3428], [4.7419, -2.3004, -3.5586], [3.7308, -1.8343, -4.6078], [3.1707, -3.2131, -5.2568], [4.2447, -4.2891, -4.9803], [5.3457, -3.6219, -4.2052], [5.8530, -1.2631, -3.3891], [5.5001, -0.0947, -2.4905], [6.5768, 0.8518, -2.1455], [2.6143, -4.8635, -0.7145], [2.6154, -4.9241, 1.0494], [4.0042, -5.5799, 0.1992], [4.6364, -3.2401, 0.9420], [3.1231, -2.6765, 0.1296], [5.4627, -3.8296, -1.2150], [5.3168, -2.2023, -0.9097], [3.2464, -1.9176, -2.0498], [3.3487, -3.6213, -2.6282], [4.2935, -1.3331, -5.3480], [2.9898, -1.1501, -4.1278], [3.1496, -2.9560, -6.2529], [2.1542, -3.3721, -4.9401], [4.6056, -4.6393, -5.8934], [3.8514, -5.1252, -4.3868], [6.1797, -3.4110, -4.7837], [5.7923, -4.2087, -3.4122], [6.3396, -0.9935, -4.3043], [6.6620, -1.8094, -2.8521], [5.1003, -0.5523, -1.5180], [4.6792, 0.4790, -2.9633], [6.1975, 1.7762, -1.8243], [7.2465, 1.1611, -3.0077], [7.2181, 0.4806, -1.3078], [2.3848, -8.4896, 2.7716], [2.1136, -7.8368, 4.0954], [2.3360, -6.3136, 4.0924], [2.1513, -5.6568, 5.4563], [1.9953, -4.1645, 5.4286], [0.6742, -3.6792, 4.9088], [-0.3517, -3.6819, 6.0971], [0.5582, -3.5802, 7.3152], [2.0135, -3.5287, 6.8614], [3.0311, -3.4860, 4.5893], [4.5021, -3.9015, 4.7452], [5.4674, -2.8628, 4.1681], [2.3842, -9.5876, 2.8851], [3.3600, -8.1476, 2.3958], [1.6426, -8.1890, 2.0081], [2.7268, -8.3309, 4.9237], [1.1345, -8.0486, 4.4862], [1.7453, -5.9434, 3.2369], [3.3629, -6.1534, 3.7985], [3.0109, -5.8104, 6.0430], [1.3171, -6.1068, 6.0029], [0.7952, -2.6406, 4.5983], [0.3575, -4.3735, 4.1333], [-0.9062, -2.8128, 5.8585], [-0.9283, -4.5978, 6.2449], [0.3542, -2.7771, 7.9793], [0.3823, -4.4080, 7.9638], [2.2779, -2.4593, 6.6971], [2.7253, -4.0497, 7.4667], [2.9068, -2.3778, 4.8896], [2.7334, -3.5314, 3.5558], [4.6062, -4.8405, 4.1012], [4.5590, -4.0714, 5.7958], [6.3704, -3.3841, 3.7390], [5.8197, -2.0882, 4.8327], [5.1118, -2.2934, 3.2823], [1.4942, 0.8096, -6.8546], [0.1600, 0.4031, -7.6276], [-0.8753, -0.4961, -6.7596], [-0.2391, -1.6660, -6.1020], [-1.2697, -2.4006, -5.1220], [-1.9677, -1.4260, -4.1549], [-2.2808, -2.2692, -2.9433], [-1.4480, -3.5394, -2.9433], [-0.5019, -3.2745, -4.1050], [-2.4118, -2.9670, -5.8523], [-2.0780, -4.1211, -6.8181], [-3.2760, -4.3771, -7.7655], [1.3153, 1.3948, -5.9636], [2.1360, 1.3039, -7.5399], [1.9540, -0.1346, -6.5543], [0.4648, -0.2108, -8.5026], [-0.3562, 1.3747, -7.8300], [-1.6500, -0.7809, -7.4635], [-1.3217, 0.0985, -5.9734], [0.5559, -1.3362, -5.4715], [0.1679, -2.3772, -6.8481], [-2.7984, -0.9316, -4.7507], [-1.1956, -0.6840, -3.8425], [-3.3848, -2.4978, -2.9064], [-2.2047, -1.6437, -2.0685], [-2.1393, -4.3097, -3.1093], [-0.9564, -3.6861, -2.0101], [-0.0845, -4.1700, -4.5836], [0.3673, -2.6293, -3.9031], [-2.8451, -2.1822, -6.4304], [-3.1999, -3.3277, -5.2105], [-1.8882, -5.0801, -6.2731], [-1.1396, -3.8955, -7.3462], [-2.9587, -4.9280, -8.6747], [-3.6614, -3.3912, -8.1865], [-4.0200, -4.8853, -7.1675], [-5.7069, 5.4112, -5.4237], [-4.6945, 4.3875, -4.7607], [-5.4419, 3.5504, -3.7504], [-5.6161, 4.3541, -2.4353], [-6.7599, 3.7822, -1.5084], [-6.7509, 4.4483, -0.1585], [-7.3223, 5.8121, -0.3249], [-8.3413, 5.6062, -1.5442], [-8.1228, 4.1398, -1.9195], [-6.5691, 2.3068, -1.4366], [-5.2546, 1.9042, -0.7877], [-4.9087, 0.4106, -1.0242], [-5.1556, 6.0013, -6.1952], [-6.0713, 6.2018, -4.6980], [-6.4708, 4.8666, -5.9115], [-3.8043, 4.9273, -4.4605], [-4.2917, 3.7312, -5.6227], [-4.9216, 2.5807, -3.5750], [-6.4234, 3.4086, -4.1930], [-6.0967, 5.2966, -2.6862], [-4.7666, 4.5395, -1.7928], [-7.3515, 3.8120, 0.5020], [-5.7506, 4.4695, 0.2969], [-7.7665, 6.2395, 0.5975], [-6.5718, 6.5464, -0.7103], [-9.3829, 5.8277, -1.3126], [-8.1200, 6.4226, -2.2375], [-8.8451, 3.4304, -1.5099], [-8.0752, 4.0425, -2.9996], [-6.6364, 1.9073, -2.4204], [-7.4516, 1.9828, -0.8853], [-5.1656, 2.1329, 0.2360], [-4.4800, 2.5886, -1.1236], [-5.4192, -0.2461, -0.3834], [-3.8678, 0.2520, -0.7671], [-5.0067, 0.1643, -2.0527], [-2.9732, 4.9434, 1.0586], [-2.6362, 4.8521, 2.5166], [-3.9938, 4.2438, 0.6423], [-3.1590, 6.4352, 0.6878], [-3.0261, 6.6816, -0.6640], [-4.2983, 6.9768, 1.0837], [-2.1574, 7.2233, 1.2169], [-3.6934, 5.1603, 3.3969], [-3.2093, 5.1056, 4.8077], [-2.9022, 4.0757, 4.9581], [-2.3219, 5.7565, 4.8691], [-3.8383, 5.1946, 5.6874], [-4.5103, 4.4390, 3.2374], [-4.0912, 6.1658, 3.1750], [-1.9553, 4.6639, 0.7108], [0.2154, -3.4271, 0.7500], [-0.2369, -4.5704, 1.4000], [0.4039, -3.4165, -0.5626], [-0.8522, -2.2814, 1.1796], [-0.3192, -1.1117, 0.8928], [-2.0146, -2.3077, 0.4456], [-1.2323, -2.2685, 2.4852], [-1.2083, -5.3132, 0.6612], [-1.5592, -6.5221, 1.5029], [-1.7397, -6.2717, 2.5652], [-2.4507, -6.8778, 1.0624], [-0.7486, -7.2754, 1.4629], [-0.7534, -5.5749, -0.3039], [-2.0669, -4.6584, 0.4635], [1.1317, -3.0675, 1.2953], [0.7050, -0.0932, -2.3216], [-0.1714, 1.0276, -2.7630], [1.2098, -0.7059, -3.3463], [1.7869, 0.6149, -1.5016], [2.6644, -0.1903, -0.8536], [2.5815, 1.3656, -2.3491], [1.3719, 1.4986, -0.6008], [-1.0195, 1.6647, -1.8142], [-2.2396, 2.1459, -2.5804], [-1.7719, 2.7862, -3.3646], [-2.8188, 1.3486, -3.0438], [-2.8860, 2.7638, -1.9913], [-0.5058, 2.4267, -1.2453], [-1.3005, 0.8169, -1.0596], [0.0618, -0.7082, -1.6555], [1.1494, 0.2391, 6.2011], [0.2690, 1.1770, 5.4751], [1.8224, -0.6112, 5.4872], [2.1345, 1.2331, 6.8985], [1.6140, 2.4157, 7.3829], [2.7230, 0.7559, 7.9794], [3.0715, 1.6382, 5.9883], [-0.3421, 0.5375, 4.3532], [-1.3544, 1.3684, 3.6296], [-2.2361, 1.5375, 4.1602], [-0.8898, 2.3182, 3.3835], [-1.4196, 0.8290, 2.7012], [-0.8364, -0.4063, 4.7103], [0.4940, 0.2341, 3.7236], [0.4937, -0.1845, 7.0349]],
  "forces_ev_per_a": [[0.6, 0.0, -0.4], [-0.8, 0.2, -0.5], [-1.6, 2.0, 0.6], [2.8, 0.9, -0.5], [0.5, 0.5, 0.1], [0.6, 0.0, 0.3], [-1.3, 2.8, -0.2], [-1.6, 1.5, -0.1], [-1.5, -1.1, 0.7], [-1.7, 1.8, -0.5], [-0.3, -1.6, 0.0], [0.4, -0.9, -1.3], [0.0, 0.0, -0.6], [0.5, -0.2, 0.1], [0.3, -0.6, 0.4], [-0.2, -0.7, 0.7], [-0.5, -0.6, -0.5], [0.1, -0.2, -0.3], [0.3, 0.1, 0.9], [-0.1, -0.3, 0.6], [-0.4, 0.1, -0.1], [-0.3, 0.0, -0.4], [0.1, -0.4, -0.3], [0.3, -1.1, 1.8], [0.7, -0.1, -0.4], [0.2, -0.1, -0.5], [0.4, -0.9, -0.1], [1.1, -0.3, -0.4], [0.7, -0.6, 0.4], [1.2, -0.9, -0.5], [0.1, -1.3, 0.5], [-0.1, -0.4, -0.2], [-0.4, 0.5, 0.6], [0.0, 0.4, 0.1], [0.0, 0.5, 0.1], [0.2, 0.6, 0.1], [-1.9, 1.3, 0.7], [-1.9, -0.5, -1.1], [-0.9, -1.9, -1.0], [2.3, -1.1, 0.8], [-0.2, -0.8, -1.6], [-0.7, -1.8, 0.8], [1.0, 2.1, 2.4], [-1.5, 0.5, 1.7], [-1.1, 0.9, 2.0], [1.0, -1.4, 2.6], [-2.7, -0.8, 0.3], [3.1, -0.2, -0.4], [0.5, -0.2, 0.4], [0.9, 0.4, -1.1], [1.0, -1.0, -0.2], [0.4, 0.2, 1.2], [0.1, 0.1, 0.8], [0.4, -0.5, -0.7], [1.4, 2.1, 0.7], [-0.8, 0.6, -0.4], [-0.3, 0.4, -0.2], [0.6, 0.7, -0.8], [0.2, -0.6, -0.3], [-0.2, 0.1, -2.5], [-0.1, -0.5, 0.4], [0.7, -0.8, -1.4], [-0.1, 0.2, -0.4], [1.3, 1.2, -1.4], [-0.4, -0.2, 0.5], [-0.5, 0.1, -1.0], [-0.4, 0.1, -0.2], [0.3, 1.1, -1.5], [0.1, -0.4, 0.4], [-0.8, 1.2, 0.6], [-0.6, -0.7, 0.8], [-0.3, 0.2, -0.8], [0.0, -0.1, -0.6], [0.9, -0.1, 2.3], [0.0, -0.6, -0.7], [-1.3, 0.2, -0.7], [0.1, 0.9, 0.7], [-1.3, -1.2, 0.6], [2.1, -0.7, -0.6], [0.4, -0.3, 0.5], [-0.7, 0.7, -1.4], [0.5, 2.8, 0.1], [-1.4, -0.7, -1.9], [1.1, -0.2, -1.4], [0.0, 0.5, -0.3], [-0.1, -0.3, 0.0], [0.2, -0.2, 0.4], [-0.2, 0.7, -1.1], [-0.9, 0.0, -0.3], [-0.2, 0.4, 0.6], [0.3, 0.0, -0.2], [1.2, -0.4, 0.7], [-0.1, 0.3, -0.1], [0.2, -0.2, -0.2], [0.1, 0.4, -0.5], [-1.2, 0.7, 0.4], [-0.3, 0.3, -0.7], [-0.1, 1.2, 0.2], [0.0, -1.0, 0.3], [0.0, -0.7, 0.0], [0.4, -0.3, 0.4], [0.2, -1.5, -0.6], [-0.3, -0.3, -0.4], [0.3, 1.0, 1.5], [1.1, -0.4, 0.8], [-0.7, 0.4, 0.7], [-0.1, 0.0, 0.6], [-0.5, -0.5, 0.5], [-1.8, -1.8, -0.3], [0.1, 0.0, 2.0], [0.9, 1.5, -1.2], [-0.9, -1.3, 0.3], [0.7, 1.0, 0.2], [1.2, 1.2, -0.7], [-3.0, 0.6, 0.6], [0.2, 1.9, -1.1], [0.5, -0.5, -1.0], [0.5, -2.2, -1.3], [0.3, -0.5, 0.2], [0.9, 1.5, -0.8], [-0.1, 0.2, 0.2], [0.6, 0.6, -0.5], [0.4, 0.2, 0.1], [-0.5, 0.8, 0.2], [0.2, -1.1, -0.6], [-0.2, -0.1, -0.1], [0.0, 0.5, 0.0], [0.4, 0.2, 0.8], [-0.4, 0.0, 0.6], [0.9, -0.6, 1.2], [-0.6, -0.3, -0.6], [0.9, -0.1, -0.3], [0.6, 0.1, 0.5], [-0.5, -1.6, -0.6], [0.9, -0.1, 0.8], [-0.5, 0.1, -0.2], [-0.5, 0.0, 0.8], [-0.2, 0.7, -0.4], [0.0, 0.1, 0.8], [0.0, 0.8, -0.2], [-0.4, 0.0, -0.1], [-0.3, -0.1, 0.8], [0.2, -1.2, 0.7], [-0.5, -0.1, -0.4], [2.5, 1.3, 0.8], [-0.3, 0.3, -2.8], [1.0, 0.0, 1.3], [-2.4, 0.1, -0.2], [1.6, 0.0, 0.7], [1.3, -0.6, 1.6], [-0.9, 1.2, -1.4], [0.1, 0.8, 1.7], [0.0, 0.9, -2.6], [-0.4, 0.1, 1.7], [0.2, -0.6, -1.0], [1.1, 2.0, 0.2], [-0.5, -0.5, 0.4], [0.1, -1.2, -0.7], [-1.1, -0.3, -0.3], [0.0, 0.0, 0.8], [-0.8, 0.7, 1.3], [-0.5, 0.6, 0.0], [-0.2, -0.5, 0.1], [0.6, 0.4, -0.2], [0.4, -0.2, 0.0], [-0.2, 0.1, -0.3], [0.2, -0.2, -0.3], [0.2, -0.5, -0.6], [-0.3, -0.7, 0.7], [0.0, -0.4, 0.4], [0.3, -0.8, -0.7], [0.2, 0.3, 0.1], [-0.7, -0.3, -0.3], [-0.1, -0.2, -0.8], [0.1, -0.5, 0.2], [-0.6, 0.2, 1.5], [0.1, -0.4, -0.5], [-1.2, -0.8, 0.6], [0.4, 0.1, 0.0], [-0.3, -0.5, -1.0], [0.1, -0.4, 0.4], [0.0, 0.4, -0.3], [0.4, 0.0, 0.1], [1.9, 0.9, -0.2], [-0.5, -0.7, 0.6], [-0.7, 0.1, -0.2], [-0.3, -0.3, 0.1], [-1.7, 0.5, -0.5], [1.6, -0.9, 0.3], [0.8, -0.3, 0.0], [-0.4, -0.2, 0.4], [-0.7, 0.9, -0.4], [0.0, 0.2, 0.0], [0.1, -0.3, 0.1], [-0.2, 0.0, -0.5], [-0.1, 2.7, -0.8], [0.2, -1.4, 0.3], [-0.3, -0.5, 0.8], [0.1, -1.2, -0.9], [0.6, 1.5, 0.2], [0.1, -0.3, 0.3], [0.2, 0.0, -0.3], [0.8, 0.5, 0.4], [1.0, 0.4, 0.3], [0.0, 0.1, -0.6], [-1.1, -1.1, -0.2], [-0.5, 0.3, 0.0], [-0.3, -0.1, 0.1], [-0.1, -0.3, 0.1], [-0.3, -0.4, 0.3], [-0.9, 0.4, 0.2], [0.2, 0.3, -0.3], [0.3, -0.5, -0.6], [1.6, 0.9, -0.9], [-0.3, -0.4, 0.0], [-0.3, -0.4, 0.2], [-0.5, 0.2, 0.8], [-0.9, -3.2, 0.9], [1.5, 0.8, -0.7], [-0.7, -0.3, 0.1], [0.2, -0.2, 0.0], [-0.2, 0.4, 0.4], [-0.1, 0.5, -0.1], [0.2, 1.5, -0.8], [0.2, 0.0, 0.2], [-0.1, 0.6, 0.9], [-0.3, 0.1, -0.2], [-0.2, -0.6, -0.1], [-0.5, 1.6, -0.4], [-0.5, -0.2, -0.6], [0.8, -1.2, 0.2], [0.0, -0.3, 0.5], [0.4, -1.3, 1.5], [2.6, 0.2, -0.6], [-1.6, 0.1, 0.6], [-0.3, 0.3, -0.1], [-1.0, -0.1, -0.6], [0.4, 0.5, -0.3], [-0.3, -0.2, -0.5], [0.3, 0.2, -0.5]],
  "largest_force_ev_per_a": 3.4,
  "relative_energy_ev": 0.000,
  "e_lumo_ev": -1.27,
  "spin_multiplicity": 1,
  "total_charge": 1
}